*a*
An isolated molecule of C3H4BrN, computed with ωB97M-V with the def2-TZVPD basis set.

Calculated values
Multiplicity: 1
Structure (SMILES): C[C@@H](Br)C#N

Last column: natural (NBO) charge in e.
Positions of all 9 atoms, in Å:
C 0.119 -0.061 0.380  -0.647
C -1.083 0.483 -0.366  -0.360
Br -2.761 -0.455 -0.005  0.063
C -1.282 1.903 -0.058  0.237
N -1.437 3.023 0.172  -0.295
H -0.341 -0.750 1.135  0.239
H 0.646 0.726 0.920  0.240
H 0.883 -0.645 -0.131  0.241
H -1.055 0.599 -1.672  0.281


*b*
A 2-piece molecular cluster, C3H4BrN overall, computed with ωB97M-V with the def2-TZVPD basis set.

Calculated values
Multiplicity: 1

Last column: natural (NBO) charge in e.
Positions of all 9 atoms, in Å:
C 0.774 -1.583 -0.405  0.148
C -1.275 0.885 0.642  -0.491
C 1.142 -0.291 -0.660  -0.283
N 0.393 -2.670 -0.340  -0.246
Br 2.422 0.798 0.293  0.119
H -1.262 1.275 -0.441  0.176
H -0.786 1.342 1.438  0.168
H -1.968 0.079 0.903  0.177
H 0.560 0.165 -1.432  0.231


*c*
An isolated molecule of C3H4BrN, computed with ωB97M-V with the def2-TZVPD basis set.

Calculated values
Multiplicity: 1
Structure (SMILES): [H]/N=C/C(=C)Br

Last column: natural (NBO) charge in e.
Positions of all 9 atoms, in Å:
H -0.116 -2.891 -0.116  0.347
N -0.798 -2.105 -0.016  -0.570
C -0.223 -0.991 0.033  0.057
C -0.990 0.217 0.004  -0.121
C -0.380 1.384 -0.017  -0.358
Br -2.884 0.087 0.002  0.061
H 0.830 -0.583 -0.018  0.163
H -0.863 2.345 -0.195  0.228
H 0.587 1.262 0.239  0.192


Most stable one: *a*, least stable one: *b*.


*a*
A 2-piece molecular cluster, C3H4BrN overall, computed with ωB97M-V with the def2-TZVPD basis set.

Calculated values
Multiplicity: 1

Last column: natural (NBO) charge in e.
Positions of all 9 atoms, in Å:
C -1.708 -0.020 -0.344  0.171
C 1.251 -0.691 -0.050  -0.464
C -0.606 0.502 0.304  -0.372
N -2.624 -0.213 -1.028  -0.259
Br -0.161 2.398 -0.118  0.057
H 0.929 -1.582 -0.575  0.215
H 1.473 -0.593 1.005  0.203
H 2.038 -0.110 -0.577  0.209
H -0.592 0.309 1.382  0.242


*b*
A 2-piece molecular cluster, C3H4BrN overall, computed with ωB97M-V with the def2-TZVPD basis set.

Calculated values
Multiplicity: 1
Structure (SMILES): C=CC#N.Br

Last column: natural (NBO) charge in e.
Positions of all 9 atoms, in Å:
C -0.537 0.448 -0.910  -0.278
C -0.587 -0.284 0.218  -0.296
C -1.862 -0.803 0.696  0.243
N -2.893 -1.227 1.002  -0.309
H -1.344 0.672 -1.569  0.215
H 0.386 0.856 -1.191  0.203
H 0.096 -0.588 0.863  0.219
Br 3.537 1.120 0.285  -0.192
H 3.206 -0.194 0.606  0.193


Most stable one: *b*, least stable one: *a*.


*a*
A 2-piece molecular cluster, C12H16N2O overall, computed with ωB97M-V with the def2-TZVPD basis set.

Calculated values
Net charge: -1
Multiplicity: 2
⟨S²⟩: 0.77

Last column: natural (NBO) charge in e.
Positions of all 31 atoms, in Å:
C 1.747 2.951 0.505  -0.617
C -0.433 1.673 -0.163  -0.161
C 0.844 2.221 -0.433  -0.136
C -0.739 0.702 -1.148  0.202
C 1.231 1.718 -1.666  -0.185
C -1.429 1.941 0.844  -0.363
C -1.841 -0.137 -1.060  -0.452
C -2.572 1.161 0.872  -0.221
C -2.786 0.078 -0.001  -0.351
N 0.290 0.767 -2.076  -0.585
H -1.268 2.681 1.620  0.181
H 2.573 2.293 0.799  0.194
H 1.294 3.255 1.449  0.207
H 2.119 1.875 -2.255  0.178
H 0.229 0.389 -3.010  0.386
H -2.107 -0.908 -1.783  0.186
H -3.393 1.494 1.510  0.179
H -3.796 -0.320 0.041  0.183
H 2.161 3.864 0.059  0.196
C 0.175 -3.058 0.580  -0.509
C 0.755 -2.814 -0.796  -0.618
C 0.736 -2.193 1.699  0.679
O 1.040 -2.662 2.785  -0.665
N 0.922 -0.911 1.362  -0.809
H -0.902 -2.890 0.526  0.238
H 0.372 -4.079 0.900  0.214
H 0.545 -3.644 -1.477  0.199
H 1.831 -2.643 -0.759  0.201
H 1.462 -0.289 1.940  0.396
H 0.594 -0.563 0.474  0.423
H 0.343 -1.953 -1.336  0.228


*b*
A 2-piece molecular cluster, C12H16N2O overall, computed with ωB97M-V with the def2-TZVPD basis set.

Calculated values
Net charge: -1
Multiplicity: 2
⟨S²⟩: 0.76

Last column: natural (NBO) charge in e.
Positions of all 31 atoms, in Å:
C -1.273 -2.022 -1.710  -0.462
C -2.338 -3.074 -1.506  -0.613
C -1.679 -0.767 -2.398  0.105
C -2.724 -0.427 -3.198  -0.138
C -1.341 1.272 -3.043  0.159
N -0.842 0.327 -2.321  -0.414
N -2.556 0.893 -3.588  -0.561
H -0.667 -1.830 -0.848  0.250
H -0.534 -2.429 -2.379  0.214
H -2.634 -3.740 -2.315  0.197
H -3.562 -1.004 -3.567  0.199
H -0.878 2.239 -3.085  0.201
H -2.851 1.118 -4.526  0.396
H -3.313 -2.675 -1.191  0.201
H -2.036 -3.738 -0.686  0.212
C 2.123 0.104 4.579  -0.625
C 0.637 0.668 1.084  -0.442
C 1.587 1.566 0.559  0.287
C 0.796 0.244 2.424  -0.262
C 1.884 0.612 3.190  -0.086
C 2.668 1.991 1.284  -0.426
C 2.871 1.441 2.601  -0.418
O 1.309 1.989 -0.743  -0.709
H -0.238 0.409 0.513  0.200
H 0.069 -0.397 2.898  0.173
H 3.405 2.642 0.827  0.175
H 1.981 2.655 -0.963  0.452
H 3.025 -0.486 4.618  0.189
H 1.293 -0.495 4.970  0.189
H 3.565 1.978 3.234  0.171
H 2.252 0.935 5.284  0.187


Most stable one: *a*, least stable one: *b*.


*a*
A 4-piece molecular cluster, C4H16N2O5 overall, computed with ωB97M-V with the def2-TZVPD basis set.

Calculated values
Multiplicity: 1
Structure (SMILES): NC(=O)C[C@H](N)CO.O.O.O

Last column: natural (NBO) charge in e.
Positions of all 27 atoms, in Å:
N -2.167 -0.211 -1.505  -0.851
C -1.613 0.866 -0.882  0.702
O -2.286 1.863 -0.679  -0.657
C -0.089 0.891 -0.623  -0.535
C 0.801 -0.079 -1.391  -0.085
N 0.354 -1.453 -1.118  -0.874
C 2.253 0.097 -0.974  -0.087
O 3.060 -1.002 -1.437  -0.728
H -1.636 -1.070 -1.563  0.421
H -2.996 -0.009 -2.038  0.404
H 0.054 1.973 -0.689  0.253
H -0.062 0.648 0.450  0.249
H 0.634 0.110 -2.442  0.203
H 0.645 -2.106 -1.827  0.384
H 0.680 -1.802 -0.219  0.363
H 2.736 0.904 -1.536  0.189
H 2.402 0.333 0.078  0.185
H 3.202 -1.631 -0.723  0.468
O 0.836 -0.133 2.979  -0.960
H -0.117 -0.312 2.971  0.492
H 0.915 0.796 2.737  0.469
O -1.144 -1.885 1.863  -0.953
H -1.179 -2.834 2.005  0.476
H -0.980 -1.747 0.927  0.477
O -1.275 2.324 1.831  -0.998
H -1.458 2.619 2.724  0.483
H -1.569 2.850 1.081  0.511


*b*
A 4-piece molecular cluster, C4H16N2O5 overall, computed with ωB97M-V with the def2-TZVPD basis set.

Calculated values
Multiplicity: 1
Structure (SMILES): CNC(=O)[C@@H](N)CO.O.O.O

Last column: natural (NBO) charge in e.
Positions of all 27 atoms, in Å:
C 0.351 3.157 -1.163  -0.428
N -0.664 2.158 -0.745  -0.631
C -0.377 1.214 0.263  0.688
O -1.360 0.941 0.931  -0.657
C 0.998 0.422 0.360  -0.157
N 2.064 1.301 0.862  -0.830
C 0.712 -0.717 1.356  -0.089
O 1.913 -1.499 1.414  -0.750
H 0.380 3.950 -0.536  0.194
H 0.308 3.291 -2.255  0.203
H 1.379 2.730 -1.201  0.222
H -1.617 2.483 -0.758  0.391
H 1.384 0.282 -0.715  0.237
H 2.242 1.267 1.926  0.354
H 2.875 0.825 0.607  0.359
H 0.715 -0.200 2.314  0.201
H -0.054 -1.404 0.890  0.201
H 1.985 -2.068 0.668  0.484
O -1.657 -2.591 -0.756  -0.967
H -2.017 -1.685 -0.694  0.504
H -1.711 -2.921 0.125  0.478
O -3.295 -1.267 0.760  -0.944
H -2.791 -0.927 1.437  0.481
H -3.823 -0.550 0.495  0.475
O 0.897 -2.594 -1.578  -0.987
H -0.049 -2.873 -1.579  0.507
H 1.215 -2.725 -2.428  0.462


Most stable one: *a*, least stable one: *b*.


*a*
A 2-piece molecular cluster, CHF4NO overall, computed with ωB97M-V with the def2-TZVPD basis set.

Calculated values
Multiplicity: 1
Structure (SMILES): O=C(F)F.FNF

Last column: natural (NBO) charge in e.
Positions of all 8 atoms, in Å:
O -0.993 -0.153 -0.210  -0.518
C -0.018 -0.537 -0.672  1.123
F 0.430 -1.737 -0.416  -0.303
F 0.942 0.168 -1.269  -0.303
F -4.020 -1.750 2.207  -0.264
N -3.852 -1.202 0.924  0.196
F -5.236 -1.085 0.473  -0.287
H -3.940 -2.224 0.684  0.355


*b*
A 2-piece molecular cluster, CHF4NO overall, computed with ωB97M-V with the def2-TZVPD basis set.

Calculated values
Multiplicity: 1

Last column: natural (NBO) charge in e.
Positions of all 8 atoms, in Å:
C -1.047 -0.746 -0.064  0.744
N 2.250 0.846 0.005  0.547
O -0.061 -0.947 -0.789  -0.491
F -1.784 -1.814 0.370  -0.349
F -1.993 0.161 -0.474  -0.358
F 1.314 1.024 0.928  -0.118
F 2.004 1.752 -0.914  -0.112
H -0.683 -0.276 0.938  0.137


Most stable one: *a*, least stable one: *b*.


*a*
An isolated molecule of C2H3N3S, computed with ωB97M-V with the def2-TZVPD basis set.

Calculated values
Multiplicity: 1

Last column: natural (NBO) charge in e.
Positions of all 9 atoms, in Å:
C 1.029 -0.565 0.390  -0.309
C 1.694 0.820 0.690  -0.248
N 0.618 1.284 -0.297  -0.380
N 0.002 0.175 -0.286  0.186
N -1.191 0.108 -0.577  -0.405
S 2.746 -0.267 -0.309  0.126
H 1.044 -1.495 1.034  0.282
H 0.314 2.186 -0.554  0.420
H -1.418 -0.870 -0.532  0.329


*b*
An isolated molecule of C2H3N3S, computed with ωB97M-V with the def2-TZVPD basis set.

Calculated values
Multiplicity: 1
Structure (SMILES): [H]/N=N/NC1=CS1

Last column: natural (NBO) charge in e.
Positions of all 9 atoms, in Å:
H -3.221 0.315 -0.347  0.356
N -2.296 0.641 -0.209  -0.427
N -1.315 -0.100 -0.052  0.055
N -0.179 0.590 0.160  -0.430
C 1.037 0.004 0.101  0.094
C 1.643 -1.174 -0.112  -0.347
S 2.807 0.319 -0.104  0.070
H -0.145 1.549 0.293  0.393
H 1.670 -2.144 0.271  0.237


*c*
An isolated molecule of C2H3N3S, computed with ωB97M-V with the def2-TZVPD basis set.

Calculated values
Multiplicity: 1
Structure (SMILES): C1=NNC=NS1

Last column: natural (NBO) charge in e.
Positions of all 9 atoms, in Å:
C -1.147 -0.655 -0.783  -0.141
N -0.996 -0.544 0.490  -0.256
N -0.091 0.329 0.980  -0.456
C 1.076 0.553 0.315  0.265
N 1.297 0.410 -0.916  -0.588
S -0.104 0.164 -1.934  0.382
H -2.010 -1.228 -1.120  0.220
H 0.047 0.146 1.976  0.389
H 1.927 0.826 0.991  0.186


*d*
An isolated molecule of C2H3N3S, computed with ωB97M-V with the def2-TZVPD basis set.

Calculated values
Multiplicity: 1
Structure (SMILES): Sc1ncn[nH]1

Last column: natural (NBO) charge in e.
Positions of all 9 atoms, in Å:
S 1.090 1.817 -1.042  0.005
C 0.277 0.467 -0.249  0.207
N -0.525 -0.280 -0.894  -0.488
C -0.741 -1.338 0.049  0.129
N -0.259 -1.089 1.208  -0.267
N 0.420 0.086 1.115  -0.393
H 0.041 2.197 -1.901  0.177
H -1.259 -2.317 -0.109  0.215
H 0.956 0.456 1.821  0.414


Most stable one: *d*, least stable one: *a*.